Formula: C5H8O
Source: the OMol25 dataset
Level of theory: ωB97M-V with the def2-TZVPD basis set

lowest unoccupied orbital energy	0.7	eV
SMILES	O=CC1CCC1
ΔE to the lowest compared entry with this formula, charge and spin	261.3	kJ/mol
Kohn-Sham gap	0.3647	hartree

Last columns: bonded neighbours and bond lengths (Å).
Element x y z (Å)
1 O -1.597 1.596 0.043  C2 1.222
2 C -1.131 1.042 1.027  O1 1.222, C3 1.511, H7 1.100
3 C -0.311 -0.219 0.888  C2 1.511, C4 1.592, C6 1.567, H8 1.104
4 C 1.167 -0.238 0.296  C3 1.592, C5 1.528, H9 1.078, H10 1.099
5 C 0.719 -0.318 -1.163  C4 1.528, C6 1.548, H11 1.097, H12 1.103
6 C -0.663 -0.682 -0.568  C3 1.567, C5 1.548, H13 1.199, H14 1.109
7 H -1.431 1.455 2.001  C2 1.100
8 H -0.382 -0.817 1.814  C3 1.104
9 H 1.737 0.614 0.628  C4 1.078
10 H 1.639 -1.190 0.577  C4 1.099
11 H 0.716 0.641 -1.696  C5 1.097
12 H 1.205 -1.066 -1.813  C5 1.103
13 H -1.393 0.239 -0.805  C6 1.199
14 H -0.736 -1.788 -0.554  C6 1.109

Here are the natural (NBO) charges for atoms 1 to 6, given in e: -0.5401, 0.4280, -0.3765, -0.3441, -0.4268, -0.4338